The following is a quantum chemistry calculation of C17H25CaN as an isolated structure at a distorted geometry, from the OMol25 dataset.

```
44
C17H25CaN the ωB97M-V functional and the def2-TZVPD basis
C 0.87746 -0.24431 -2.39899
C 3.90726 -1.15359 -0.56424
C 1.63753 1.03935 -2.26536
H 0.60010 -0.34861 -3.48241
C 4.12256 0.06850 -0.02808
H 4.27978 -2.02344 0.03350
H 1.10054 1.96382 -2.55793
H 4.58412 0.17537 0.96969
C 3.09079 1.25086 -2.10083
H 3.20805 2.29440 -2.50924
H 3.79056 0.64024 -2.72014
C 1.56936 -1.51171 -1.85557
H 1.23384 -2.36136 -2.49490
H 1.18165 -1.73331 -0.84026
C 3.12846 -1.51183 -1.83615
H 3.50321 -0.98575 -2.72483
H 3.39837 -2.56868 -1.97242
C 3.65952 1.36818 -0.63585
H 4.56959 2.00871 -0.63473
H 2.90390 1.93946 -0.05160
Ca -0.70286 0.47961 -0.30979
H -0.27149 -0.26708 -2.07621
C -1.65852 2.95936 0.67982
N -1.82035 1.60703 1.22287
C -1.37418 1.54257 2.61221
C -3.13632 0.93318 0.88772
C -3.04235 -0.53795 1.20793
C -4.09874 -1.14601 1.87565
C -3.98639 -2.51110 2.17581
C -2.90430 -3.28156 1.72300
C -1.89682 -2.68466 0.91351
C -1.96138 -1.32100 0.81642
H -0.61027 3.29174 0.85835
H -2.37677 3.64292 1.17233
H -1.81891 2.95296 -0.41958
H -1.23426 0.49990 2.92166
H -0.38563 2.03692 2.66116
H -2.11540 2.05113 3.25490
H -3.94324 1.46580 1.41332
H -3.27715 1.10689 -0.19798
H -4.94660 -0.49767 2.19209
H -4.81000 -2.97840 2.70666
H -2.82894 -4.34545 1.98525
H -1.14582 -3.30543 0.39326
```

The largest force on an atom comes out at 3.8 eV/Å. The energy above the lowest of the compared OMol25 structures with the same formula, charge and spin is 55.90 kcal/mol. The calculation puts the orbital gap at 5.112 eV. The value obtained for the total energy is -37957.641 eV. The multiplicity is 1.

---

The following is a quantum chemistry calculation of C17H25Cl33F12O2P2Ti as an isolated structure at a distorted geometry, from the OMol25 dataset.

```
92
C17H25Cl33F12O2P2Ti the ωB97M-V functional and the def2-TZVPD basis
Ti 1.79520 -1.36281 0.18312
C 2.39651 -4.35700 -1.26555
C 1.57352 -4.20974 0.03443
C 1.64273 -5.36844 0.97842
O 1.93628 -3.01698 0.76437
H 2.20978 -5.34559 -1.67277
H 3.42318 -4.01672 -1.07122
H 1.92171 -3.63525 -1.90651
H 0.52663 -4.15186 -0.32908
H 1.25361 -6.27723 0.63350
H 0.90029 -5.14223 1.76432
H 2.59397 -5.39040 1.46339
C 4.81295 -0.83932 -0.59834
C 4.45023 -0.34310 0.78009
C 5.01054 1.05010 1.01405
O 3.00480 -0.28484 0.96454
H 4.54992 -0.04163 -1.23614
H 4.27930 -1.75220 -0.92319
H 5.87160 -0.91767 -0.76934
H 4.86849 -1.16043 1.43225
H 4.66020 1.79452 0.20910
H 6.07175 0.96306 1.20956
H 4.51744 1.35233 1.94224
P 2.18975 -0.07841 -4.35498
F 0.69361 0.47952 -3.86373
F 2.13631 0.43850 -5.91646
F 2.72895 1.24165 -3.74688
F 3.56472 -0.89336 -4.23410
F 1.38169 -1.78291 -1.40904
F 1.44922 -1.44446 -4.51104
P -0.51207 0.39538 0.87041
F -1.50103 0.17252 2.10662
F -1.49634 -0.23949 -0.25532
F -0.93621 1.85230 0.48490
F 0.86473 0.47248 -0.16103
F 0.53201 1.25247 2.03763
F 0.03215 -1.20730 1.30420
C -3.22206 4.68418 0.37340
Cl -3.64937 4.89961 2.14300
Cl -1.71946 5.48081 0.03682
Cl -4.44814 5.45790 -0.60769
H -3.13378 3.63999 0.19521
C -1.82616 -4.27468 -3.31161
Cl -2.40322 -5.76775 -2.36040
Cl -0.09235 -4.39849 -3.62904
Cl -2.16124 -2.76286 -2.50693
H -2.40609 -4.30619 -4.24654
C -2.54521 2.43480 -4.80740
Cl -1.40629 2.10292 -6.10212
Cl -1.98422 3.77674 -3.71638
Cl -2.72563 1.01461 -3.79391
H -3.51070 2.74086 -5.18019
C 1.69200 4.72153 -0.48269
Cl 1.48974 3.49813 -1.70180
Cl 1.34267 6.32388 -1.02380
Cl 3.37517 4.54001 0.15962
H 1.03673 4.52197 0.35881
C 2.27286 5.60670 -6.14910
Cl 0.51782 5.49956 -5.99559
Cl 3.00777 4.49478 -4.92680
Cl 2.94151 7.20305 -6.07063
H 2.58503 5.10038 -7.02422
C -0.85732 -1.65668 5.73683
Cl -0.75550 -2.79226 4.40457
Cl -1.72414 -0.17838 5.35775
Cl 0.72671 -1.50658 6.45320
H -1.40783 -2.18807 6.46971
C 0.52570 2.91920 4.62179
Cl -1.13779 3.34514 4.33513
Cl 0.72945 2.82142 6.36611
Cl 1.54436 4.04649 3.82929
H 0.68193 1.87716 4.26948
C 3.31310 -2.34407 4.49660
Cl 4.30530 -3.40553 3.33668
Cl 2.31210 -1.22195 3.60131
Cl 4.35754 -1.50518 5.62772
H 2.77273 -2.96427 5.14827
C -4.94368 -3.18000 1.12879
Cl -4.81181 -3.67714 -0.49264
Cl -3.47409 -2.38696 1.71330
Cl -5.39095 -4.43009 2.25977
H -5.67070 -2.36098 1.17699
C -4.84035 0.42944 3.77888
Cl -5.73039 0.94767 2.35134
Cl -5.60695 -1.00525 4.58370
Cl -4.76240 1.72320 4.85403
H -3.79671 0.13861 3.52241
C -7.03460 0.78982 -2.03589
Cl -6.19038 -0.66142 -2.22809
Cl -7.53668 1.40907 -3.59145
Cl -6.07246 1.86957 -1.15394
H -7.94969 0.71017 -1.50415
```

The largest force on an atom comes out at 5.2 eV/Å. The calculation puts the orbital gap at 9.622 eV. The value obtained for the total energy is -509683.641 eV. The multiplicity is 1.

---

The following is a quantum chemistry calculation of C17H25F5NO2P2Zr as an isolated structure at a distorted geometry, from the OMol25 dataset.

```
53
C17H25F5NO2P2Zr the ωB97M-V functional and the def2-TZVPD basis
C 1.16474 -1.43002 -3.73269
C 1.17713 -1.00984 -2.40026
N 0.03150 -0.99660 -1.66268
C -1.15086 -1.21648 -2.27698
C -1.21208 -1.55427 -3.62432
C -0.04311 -1.68904 -4.36482
C 2.42805 -0.40762 -1.86715
P 2.66240 -0.40057 -0.05236
Zr 0.16257 -0.50712 0.63355
P -2.35289 -0.21833 0.08989
C -2.45630 -1.14628 -1.50648
O 2.09651 1.95434 -2.57589
O -0.29050 2.24735 -2.04663
H 2.11731 -1.47847 -4.26373
H -2.19393 -1.72053 -4.06350
H -0.07635 -1.96354 -5.41831
C 3.54302 -1.91261 0.48777
C 3.91120 0.89615 0.14751
H -3.22132 -0.64407 -2.12181
H -2.82683 -2.16135 -1.28004
H 2.34859 0.83651 -2.28261
H 3.31385 -0.81744 -2.36335
C -3.52849 -1.07338 1.16026
C -3.14881 1.35164 -0.32032
H 0.36968 1.31267 -0.55621
H -0.42337 3.17936 -1.78567
H 0.74049 2.17636 -2.40864
H 2.48793 2.10222 -3.45716
H -0.04481 -2.23714 0.84757
H -0.28886 1.26531 0.03567
H 4.55869 -1.95238 0.06703
H 3.62351 -1.90444 1.58822
H 2.98256 -2.81386 0.20029
H 4.91292 0.50232 -0.08300
H 3.66439 1.72609 -0.53044
H 3.88779 1.24584 1.18991
H -4.19389 1.17035 -0.60690
H -3.11322 1.99733 0.56705
H -2.59066 1.83629 -1.13169
H -4.55367 -0.95888 0.77464
H -3.26281 -2.13858 1.22980
H -3.46288 -0.63302 2.16621
F -0.13936 -1.89194 3.59627
C -0.38575 -0.56328 3.81813
C -0.35006 0.35069 2.77016
C -0.60982 1.68412 3.06187
F -0.63111 2.62110 2.06661
C -0.90012 2.10758 4.36935
F -1.13835 3.40797 4.61749
C -0.94266 1.17007 5.39778
F -1.22908 1.56280 6.65563
C -0.68777 -0.17263 5.13095
F -0.73509 -1.09075 6.11403
```

The largest force on an atom comes out at 3.0 eV/Å. The energy above the lowest of the compared OMol25 structures with the same formula, charge and spin is 12.38 kcal/mol. As for the total charge: +1. The calculation puts the orbital gap at 6.124 eV. The value obtained for the total energy is -57055.233 eV. The multiplicity is 1.

---

The following is a quantum chemistry calculation of C17H25FN2SSi2V as an isolated structure at a distorted geometry, from the OMol25 dataset.

```
49
C17H25FN2SSi2V the ωB97M-V functional and the def2-TZVPD basis
V -0.29976 0.04863 0.75489
C 5.12950 0.07422 4.64840
Si 3.27817 -0.12388 4.34041
C 2.74480 -1.70081 5.22428
C 2.41220 1.44246 4.93678
C 3.01637 -0.21350 2.46319
C 4.05423 -0.06005 1.55282
C 3.82238 -0.10274 0.17729
C 2.53613 -0.25457 -0.27668
N 1.49724 -0.38034 0.57292
C 1.73023 -0.40816 1.91922
S 0.27910 -0.69037 2.84248
H 5.31865 0.10614 5.72361
H 5.52074 0.99861 4.21782
H 5.70191 -0.76052 4.23747
H 3.00969 -1.64740 6.28306
H 3.25362 -2.56833 4.79779
H 1.67374 -1.87274 5.15090
H 2.48176 1.54987 6.02176
H 1.35704 1.44158 4.66390
H 2.87780 2.32041 4.48318
H 5.06857 0.07440 1.91063
H 4.63263 -0.00405 -0.53149
H 2.30165 -0.27595 -1.33303
C -4.09530 -1.27134 -1.61336
Si -2.98662 -1.19348 -0.08678
C -4.06834 -1.26744 1.46403
C -1.76621 -2.63758 -0.07009
N -1.94097 0.19829 -0.08430
C -2.31027 1.52235 -0.12353
C -3.62512 2.00957 -0.01592
C -3.90622 3.36418 -0.00806
C -2.89308 4.30656 -0.10327
C -1.58188 3.87082 -0.23418
C -1.33141 2.52205 -0.25856
F -0.01649 2.09806 -0.40754
H -4.66476 -2.20321 -1.62626
H -3.50801 -1.21897 -2.53205
H -4.80757 -0.44386 -1.62685
H -4.61297 -2.21292 1.51408
H -4.80439 -0.46172 1.48066
H -3.45617 -1.17839 2.36400
H -2.29572 -3.59252 -0.08803
H -1.15035 -2.61797 0.83438
H -1.10336 -2.60067 -0.93741
H -4.43295 1.29587 0.07699
H -4.93463 3.68926 0.08533
H -3.11795 5.36358 -0.08662
H -0.75635 4.56600 -0.31233
```

The largest force on an atom comes out at 2.6 eV/Å. The calculation puts the orbital gap (alpha / beta) at 7.258 / 6.565 eV. The value obtained for the total energy is -76012.283 eV. The multiplicity is 2.

---

The following is a quantum chemistry calculation of C17H25GaN2O6S2 as an isolated structure at a distorted geometry, from the OMol25 dataset.

```
53
C17H25GaN2O6S2 the ωB97M-V functional and the def2-TZVPD basis
Ga -0.91911 0.16342 0.34340
C -2.19591 1.54106 -2.55176
O -1.00896 0.95958 -2.02218
C 0.19700 1.57322 -2.44901
C 0.73046 2.53261 -1.38269
O 0.80079 1.78451 -0.17332
C 1.61757 2.32268 0.85866
C 1.95926 1.15780 1.79117
O 0.79557 0.48755 2.24047
C 0.24329 0.99521 3.45047
H -2.18773 1.48621 -3.64308
H -2.31427 2.57959 -2.23186
H -3.02065 0.93869 -2.17186
H 0.05474 2.09683 -3.39784
H 0.92402 0.76793 -2.59058
H 0.07067 3.39875 -1.25637
H 1.72699 2.88145 -1.67434
H 1.08463 3.12193 1.38589
H 2.54246 2.73073 0.43905
H 2.55845 1.50982 2.63488
H 2.52942 0.41549 1.22455
H 0.96382 0.89658 4.26589
H -0.62877 0.37735 3.66486
H -0.06585 2.03974 3.35528
S -3.37703 -1.46190 1.15758
C -4.57724 -0.45033 1.77301
N -5.30838 -0.87496 2.83700
C -6.26999 -0.13587 3.42280
C -6.56524 1.11080 2.95157
C -5.85574 1.59348 1.83671
C -4.87846 0.82926 1.25915
H -5.10907 -1.80634 3.18728
H -6.78004 -0.57417 4.26619
H -7.33420 1.70350 3.41721
H -6.09570 2.56769 1.44074
H -4.32708 1.17188 0.39620
N 1.18228 -2.28404 -0.69671
C 2.02417 -2.78655 0.22850
C 1.51859 -3.27361 1.45836
C 2.35803 -3.78608 2.40664
C 3.75194 -3.77848 2.17530
C 4.27619 -3.30259 0.95559
C 3.42386 -2.79268 0.01476
S 4.66971 -3.11744 3.70411
O 3.85076 -2.92415 4.83863
O 5.82891 -2.35502 3.44727
O 4.62749 -4.54038 3.06979
H 1.54366 -2.07290 -1.61748
H 0.20011 -2.52117 -0.64183
H 0.45265 -3.25239 1.63680
H 1.98679 -4.18525 3.33757
H 5.34015 -3.35287 0.78264
H 3.82064 -2.42785 -0.92067
```

The largest force on an atom comes out at 1.3 eV/Å. The energy above the lowest of the compared OMol25 structures with the same formula, charge and spin is 7.69 kcal/mol. As for the total charge: +2. The calculation puts the orbital gap at 4.753 eV. The value obtained for the total energy is -107327.812 eV. The multiplicity is 1.

---

The following is a quantum chemistry calculation of the molecule C17H25N3O2, from the OMol25 dataset.

```
47
C17H25N3O2 the ωB97M-V functional and the def2-TZVPD basis
C 3.49742 1.14809 0.98938
C 2.20779 1.29686 1.79006
C 1.03059 0.43912 1.28826
C -0.10322 0.48394 2.32062
N 1.44345 -0.94349 1.13148
C 0.69889 -1.82783 0.44891
O -0.42696 -1.60428 0.03419
C 1.37776 -3.15001 0.26987
C 0.74677 -4.16372 -0.44297
C 1.40757 -5.36987 -0.60167
C 2.66743 -5.51662 -0.04259
C 3.20910 -4.44347 0.65162
N 2.58752 -3.29028 0.80691
C 0.61897 0.91730 -0.12906
O 1.36894 0.75077 -1.07066
N -0.55291 1.56613 -0.22836
C -1.13243 1.88678 -1.51887
C -2.17843 0.83840 -1.91578
C -3.43945 0.93683 -1.06141
C -4.02312 2.34525 -1.11420
C -2.99425 3.36817 -0.64302
C -1.73396 3.29374 -1.50195
H 3.96808 0.18357 1.16565
H 4.20158 1.92356 1.28204
H 3.29397 1.24068 -0.07346
H 2.39717 1.03961 2.83597
H 1.88500 2.34018 1.75798
H -0.40497 1.50694 2.53431
H -0.95292 -0.09771 1.97038
H 0.24927 0.03478 3.24778
H 2.38336 -1.22958 1.36327
H -0.23419 -3.98217 -0.85269
H 0.95062 -6.18038 -1.15092
H 3.21908 -6.43855 -0.14192
H 4.18971 -4.50889 1.10594
H -1.20060 1.52787 0.53934
H -0.29993 1.85000 -2.22957
H -1.73401 -0.15201 -1.80508
H -2.43845 0.98578 -2.96573
H -3.20861 0.67138 -0.02743
H -4.17570 0.21611 -1.42220
H -4.91842 2.40293 -0.49110
H -4.31510 2.57645 -2.14122
H -2.74540 3.18136 0.40433
H -3.41496 4.37439 -0.70335
H -1.98480 3.57087 -2.52755
H -0.98722 4.00102 -1.13555
```

The largest force on an atom comes out at 0.7 eV/Å. The energy above the lowest of the compared OMol25 structures with the same formula, charge and spin is 1.61 kcal/mol. The SMILES is CC[C@](C)(NC(=O)c1ccccn1)C(=O)NC1CCCCC1. The calculation puts the orbital gap at 9.603 eV. The value obtained for the total energy is -26602.030 eV. The multiplicity is 1.

---

> What is the formula in the first record?

C17H25CaN

---

Copy entry 4 word for word.
The following is a quantum chemistry calculation of C17H25FN2SSi2V as an isolated structure at a distorted geometry, from the OMol25 dataset.

```
49
C17H25FN2SSi2V the ωB97M-V functional and the def2-TZVPD basis
V -0.29976 0.04863 0.75489
C 5.12950 0.07422 4.64840
Si 3.27817 -0.12388 4.34041
C 2.74480 -1.70081 5.22428
C 2.41220 1.44246 4.93678
C 3.01637 -0.21350 2.46319
C 4.05423 -0.06005 1.55282
C 3.82238 -0.10274 0.17729
C 2.53613 -0.25457 -0.27668
N 1.49724 -0.38034 0.57292
C 1.73023 -0.40816 1.91922
S 0.27910 -0.69037 2.84248
H 5.31865 0.10614 5.72361
H 5.52074 0.99861 4.21782
H 5.70191 -0.76052 4.23747
H 3.00969 -1.64740 6.28306
H 3.25362 -2.56833 4.79779
H 1.67374 -1.87274 5.15090
H 2.48176 1.54987 6.02176
H 1.35704 1.44158 4.66390
H 2.87780 2.32041 4.48318
H 5.06857 0.07440 1.91063
H 4.63263 -0.00405 -0.53149
H 2.30165 -0.27595 -1.33303
C -4.09530 -1.27134 -1.61336
Si -2.98662 -1.19348 -0.08678
C -4.06834 -1.26744 1.46403
C -1.76621 -2.63758 -0.07009
N -1.94097 0.19829 -0.08430
C -2.31027 1.52235 -0.12353
C -3.62512 2.00957 -0.01592
C -3.90622 3.36418 -0.00806
C -2.89308 4.30656 -0.10327
C -1.58188 3.87082 -0.23418
C -1.33141 2.52205 -0.25856
F -0.01649 2.09806 -0.40754
H -4.66476 -2.20321 -1.62626
H -3.50801 -1.21897 -2.53205
H -4.80757 -0.44386 -1.62685
H -4.61297 -2.21292 1.51408
H -4.80439 -0.46172 1.48066
H -3.45617 -1.17839 2.36400
H -2.29572 -3.59252 -0.08803
H -1.15035 -2.61797 0.83438
H -1.10336 -2.60067 -0.93741
H -4.43295 1.29587 0.07699
H -4.93463 3.68926 0.08533
H -3.11795 5.36358 -0.08662
H -0.75635 4.56600 -0.31233
```

The largest force on an atom comes out at 2.6 eV/Å. The calculation puts the orbital gap (alpha / beta) at 7.258 / 6.565 eV. The value obtained for the total energy is -76012.283 eV. The multiplicity is 2.

---

> Among the records above, which one has the highest multiplicity?

C17H25FN2SSi2V

---

> Look up the multiplicity of the third one.

1